Below is a 7-piece molecular cluster, C4H22NO7 overall at a distorted geometry, with properties calculated with ωB97M-V/def2-TZVPD.

Values from the calculation:
Relative energy (zero: lowest compared OMol25 entry of this formula, charge and spin) in eV: 1.030
F_max in eV/A: 2.42
Multiplicity: 2
Lowest unoccupied orbital energy (spin up / spin down) in eV: -0.05 / -4.29
Gap between HOMO and LUMO (spin up / spin down) in eV: 9.94 / 5.69
E_tot in a.u.: -746.90699
Net charge: 0
Highest occupied orbital energy (spin up / spin down) in Ha: -0.3671 / -0.3670

Last column: Löwdin charge in e.
Element x y z (Å)
C: 2.02 -1.11 -0.35  -0.20
O: 1.15 -1.75 0.41  0.02
C: 1.57 -1.02 -1.92  -0.31
C: 0.50 0.01 -2.23  -0.19
C: 0.19 0.09 -3.72  -0.08
N: 1.25 -2.30 -2.39  0.16
H: 3.02 -1.55 -0.30  0.13
H: 2.13 -0.06 -0.08  0.13
H: 2.50 -0.78 -2.45  0.16
H: 1.01 0.94 -1.94  0.12
H: -0.40 0.03 -1.63  0.09
H: -0.05 1.11 -4.00  0.08
H: 1.01 -0.26 -4.36  0.07
H: -0.56 -0.65 -3.98  0.08
H: 0.43 -2.74 -1.96  0.14
H: 1.91 -3.07 -2.32  0.13
H: -0.99 1.91 2.70  -0.01
H: -1.56 0.87 3.63  0.01
O: -1.83 1.55 3.00  -0.07
H: 0.34 -1.09 0.64  0.03
H: -1.32 -0.67 1.24  0.04
O: -0.82 -0.34 0.48  -0.27
H: -2.29 0.05 -0.25  -0.03
H: -3.61 0.73 -0.06  0.03
O: -3.20 0.07 -0.63  -0.10
H: -0.07 0.65 1.26  -0.01
H: 1.46 1.07 1.77  0.03
O: 0.53 1.28 1.87  -0.15
H: 0.30 -1.34 3.62  0.04
H: 0.77 0.09 3.47  0.01
O: 0.26 -0.48 4.07  -0.06
H: -0.99 2.42 0.36  0.00
H: -0.06 3.62 -0.18  0.03
O: -0.80 3.04 -0.34  -0.05